The following is a DFT calculation (ωB97M-V with the def2-TZVPD basis set) of an isolated ion of composition C5H8O2 and charge +1.

Properties
2S+1 = 2
total charge = +1
strongest force on any atom = 0.035 Eh/bohr
relative energy (zero: lowest compared OMol25 entry of this formula, charge and spin) = 11.7 kJ/mol

Atoms and positions in Å:
O: -1.484 -1.612 -0.697
C: -1.617 -0.453 -0.437
O: -2.150 0.462 -1.261
C: -1.067 0.155 0.867
C: 0.417 -0.264 0.988
C: 1.190 0.590 0.120
C: 2.197 0.115 -0.743
H: -2.215 0.027 -2.125
H: -1.715 -0.180 1.670
H: -1.117 1.236 0.730
H: 0.538 -1.281 0.609
H: 0.800 -0.295 2.012
H: 1.037 1.647 0.296
H: 2.281 -0.960 -0.859
H: 2.904 0.813 -1.169



The following is a DFT calculation (ωB97M-V with the def2-TZVPD basis set) of one molecule with the formula C5H8O2S.

Properties
strongest force on any atom = 0.034 Eh/bohr
relative energy (zero: lowest compared OMol25 entry of this formula, charge and spin) = 61.7 kJ/mol

Atoms and positions in Å:
C: -1.089 -1.262 -0.228
C: -1.008 0.234 -0.459
O: 0.067 0.663 -1.238
C: 1.359 0.363 -0.746
C: 1.467 0.347 0.737
S: 0.370 1.515 1.633
C: -1.109 1.012 0.824
O: -2.234 1.200 1.235
H: -0.369 -1.731 0.460
H: -0.899 -1.775 -1.149
H: -2.060 -1.611 0.101
H: -1.893 0.564 -0.996
H: 1.998 1.153 -1.203
H: 1.694 -0.622 -1.113
H: 1.240 -0.667 1.056
H: 2.464 0.616 1.086



The following is a DFT calculation (ωB97M-V with the def2-TZVPD basis set) of one molecule with the formula C5H8O3.

Properties
strongest force on any atom = 0.069 Eh/bohr
relative energy (zero: lowest compared OMol25 entry of this formula, charge and spin) = 436.2 kJ/mol

Atoms and positions in Å:
O: -1.996 -0.213 0.349
C: -0.886 0.193 -0.423
C: -0.172 -0.975 -1.036
O: 0.618 -1.523 0.050
C: 0.644 -0.575 1.136
C: 0.580 0.803 0.435
O: 1.682 0.827 -0.393
C: -0.453 1.651 -0.065
H: -2.757 0.243 -0.029
H: -0.829 -1.789 -1.369
H: 0.470 -0.699 -1.904
H: -0.135 -0.788 1.890
H: 1.633 -0.623 1.623
H: 2.134 -0.043 -0.356
H: -0.032 2.313 -0.834
H: -1.188 2.078 0.646